C17H43BeO19S5 as an isolated structure at a distorted geometry, computed with ωB97M-V/def2-TZVPD.

Values from the calculation:
Frontier orbital gap (eV): 5.548
Calculated total energy (eV): -111802.5205
E_LUMO (eV): 2.04
Strongest force on any atom (eV Å⁻¹): 4.245
ΔE to the lowest compared entry with this formula, charge and spin (eV): 0.664

Geometry as ORCA input:
```
! RIJCOSX wB97M-V def2-TZVPD def2/J DEFGRID3
* xyz -1 1
Be -0.180 -0.847 0.333
C -1.297 -1.557 2.465
O -2.053 -1.002 1.559
O -1.704 -2.577 3.082
O -0.027 -1.265 2.380
C 1.995 -3.616 -0.728
O 0.851 -3.127 -0.148
H 2.424 -3.034 -1.571
H 2.833 -3.747 -0.020
H 1.695 -4.596 -1.139
O -1.487 1.228 -0.767
S -1.982 1.704 -2.013
O -1.675 1.082 -3.259
O -3.592 1.855 -1.967
C -4.222 2.091 -0.703
C -4.796 0.807 -0.165
C -1.562 3.418 -2.165
H -5.026 2.824 -0.760
H -3.478 2.402 0.033
H -5.188 0.863 0.854
H -4.038 0.026 -0.072
H -5.629 0.403 -0.745
H -1.732 3.882 -1.193
H -2.192 3.934 -2.886
H -0.502 3.526 -2.388
O 2.274 -0.580 1.282
S 3.285 -1.292 1.998
O 4.340 -1.921 1.264
O 3.995 -0.424 3.193
C 3.171 0.429 3.980
C 3.806 1.800 4.160
C 2.431 -2.545 2.970
H 3.022 -0.020 4.967
H 2.166 0.442 3.550
H 4.854 1.697 4.442
H 3.344 2.469 4.889
H 3.694 2.398 3.255
H 3.250 -3.055 3.489
H 2.014 -3.295 2.300
H 1.749 -2.141 3.711
O -2.052 -1.442 -1.634
S -3.079 -2.280 -2.155
O -2.784 -3.628 -2.531
O -4.323 -2.295 -1.086
C -5.583 -2.825 -1.487
C -6.651 -2.403 -0.506
C -3.776 -1.375 -3.545
H -5.564 -3.918 -1.478
H -5.795 -2.518 -2.513
H -6.439 -2.779 0.494
H -7.644 -2.688 -0.860
H -6.788 -1.334 -0.329
H -4.194 -0.436 -3.189
H -4.548 -1.993 -3.999
H -2.979 -1.194 -4.260
O 0.699 1.519 0.517
S 1.115 2.785 1.001
O 0.309 3.928 0.670
O 1.294 2.833 2.609
C 0.123 3.009 3.396
C -0.871 1.842 3.400
C 2.829 3.137 0.517
H -0.475 3.826 2.975
H 0.500 3.307 4.373
H -1.775 2.066 3.962
H -0.315 0.948 3.691
H -1.234 1.618 2.393
H 3.428 2.230 0.518
H 3.178 3.867 1.242
H 2.743 3.556 -0.483
O 1.002 -0.113 -1.782
S 2.154 0.279 -2.518
O 2.360 1.673 -2.786
O 3.441 -0.356 -1.759
C 4.754 -0.013 -2.224
C 5.739 -1.000 -1.672
C 2.163 -0.790 -3.965
H 4.925 0.960 -1.754
H 4.912 0.096 -3.299
H 5.689 -1.117 -0.589
H 6.737 -0.780 -2.049
H 5.478 -2.016 -1.986
H 2.119 -1.823 -3.635
H 3.025 -0.556 -4.589
H 1.321 -0.444 -4.565
*
```